Formula: C5H11NS
Source: OMol25
Level of theory: the ωB97M-V functional and the def2-TZVPD basis

XYZ file:
```
18
Properties=species:S:1:pos:R:3:forces:R:3
C 1.880844 0.602151 -0.354088 2.59 -3.14 -2.47
C 1.716883 1.964589 0.007920 0.66 1.45 3.50
C 0.813333 -0.261427 0.275115 -1.12 0.98 1.76
C 0.902325 -1.788831 0.168347 -0.96 2.17 -3.22
C -3.255633 0.052261 -0.032767 -0.83 -4.19 0.37
N -1.900558 -0.235991 0.305707 1.64 0.60 -0.33
S -0.679884 0.428647 -0.560299 -0.74 -0.46 0.51
H 1.963148 0.444821 -1.495060 -0.80 0.37 1.36
H 2.888173 0.116107 -0.124560 -0.89 0.83 0.47
H 1.794010 2.234632 1.137890 -0.20 -0.37 -2.23
H 1.293548 2.658160 -0.645460 -0.38 1.12 -0.82
H 0.711717 0.142755 1.369156 0.14 -1.12 -1.73
H 0.894305 -1.939690 -1.016033 -0.67 -0.36 2.50
H 0.057547 -2.131283 0.767499 0.30 -0.83 -0.53
H 1.873028 -2.096956 0.417917 1.16 -0.72 1.06
H -3.592798 0.896339 -0.594492 0.16 0.80 -0.17
H -3.737200 -0.147970 0.937743 -0.52 1.01 -0.35
H -3.622787 -0.938316 -0.564538 0.46 1.85 0.33
```
Forces are in eV/Å.

Calculated values
- LUMO (alpha / beta) (eV) = 0.225 / 0.278
- orbital gap (alpha / beta) (eV) = 8.355 / 7.789
- E_HOMO (alpha / beta) (eV) = -8.13 / -7.51
- charge = 0
- E_tot (hartree) = -649.880358
- ΔE to the lowest compared entry with this formula, charge and spin (kJ/mol) = 416.6
- F_max (eV/Å) = 4.76